{
  "formula": "C12H23N4O10",
  "method": "ωB97M-V with the def2-TZVPD basis set",
  "symbols": ["C", "C", "C", "C", "C", "C", "O", "O", "C", "C", "O", "O", "C", "N", "H", "H", "H", "H", "H", "H", "H", "H", "H", "H", "H", "H", "H", "H", "C", "N", "O", "O", "H", "H", "H", "C", "N", "O", "O", "H", "H", "H", "C", "N", "O", "O", "H", "H", "H"],
  "positions_angstrom": [[-2.545, -3.162, -0.865], [-1.141, -2.793, -0.405], [-0.058, -2.860, -1.516], [-0.556, -3.242, -2.915], [0.805, -1.572, -1.649], [2.088, -1.936, -0.890], [3.117, -2.401, -1.322], [1.837, -1.726, 0.424], [1.148, -0.451, 0.482], [0.482, -0.043, 1.795], [-0.543, -0.605, 2.239], [1.064, 0.908, 2.373], [0.395, -0.336, -0.856], [-1.000, 0.076, -0.878], [-2.573, -4.182, -1.222], [-3.231, -3.130, -0.027], [-2.931, -2.488, -1.619], [-0.888, -3.545, 0.333], [-1.165, -1.849, 0.123], [0.611, -3.669, -1.250], [-1.291, -2.548, -3.299], [0.317, -3.258, -3.555], [-0.942, -4.251, -2.916], [0.936, -1.269, -2.677], [1.948, 0.272, 0.380], [0.941, 0.476, -1.340], [-1.089, 1.066, -0.729], [-1.469, -0.207, -1.722], [1.339, -2.238, 4.103], [2.371, -3.263, 4.427], [1.999, -4.326, 4.890], [3.530, -2.978, 4.214], [0.367, -2.641, 4.351], [1.559, -1.354, 4.691], [1.399, -2.020, 3.043], [1.967, 4.299, 1.259], [0.923, 3.742, 0.364], [-0.229, 4.092, 0.543], [1.289, 2.958, -0.474], [1.492, 4.975, 1.960], [2.423, 3.455, 1.771], [2.687, 4.817, 0.634], [-2.031, 5.845, -1.349], [-3.066, 5.291, -2.263], [-4.215, 5.643, -2.098], [-2.687, 4.524, -3.119], [-2.518, 6.514, -0.650], [-1.554, 5.015, -0.829], [-1.311, 6.377, -1.965]],
  "forces_ev_per_a": [[0.1, 0.2, 0.3], [-0.1, -0.7, -0.1], [-0.6, 0.4, -0.4], [0.4, -0.1, 0.5], [0.1, 0.0, 1.2], [0.3, -0.3, -0.8], [-0.8, 0.2, 0.4], [0.2, -0.3, 0.2], [0.3, 0.6, -0.5], [-0.9, 0.1, 1.7], [0.3, -0.7, -0.9], [0.5, 0.5, -0.4], [0.0, 1.2, -0.8], [-0.2, -0.6, 0.5], [-0.1, -0.3, -0.4], [-0.1, 0.2, 0.3], [-0.1, 0.1, -0.3], [0.2, -0.1, 0.3], [0.1, 0.0, 0.0], [0.3, -0.2, 0.1], [-0.2, 0.1, -0.2], [0.1, 0.1, -0.4], [-0.4, -0.2, -0.1], [0.4, -0.3, -0.3], [0.2, 0.1, 0.3], [0.2, 0.0, -0.2], [0.0, 0.2, -0.1], [0.0, 0.1, -0.2], [-0.1, -0.1, 0.1], [-0.2, 0.1, 0.0], [0.0, -0.1, 0.0], [0.1, 0.0, 0.0], [0.0, 0.0, 0.0], [0.1, 0.1, -0.1], [0.1, 0.0, 0.0], [0.0, 0.0, 0.2], [0.0, -0.1, 0.4], [0.0, 0.1, 0.0], [0.0, -0.1, -0.4], [-0.1, 0.0, 0.0], [0.0, -0.1, 0.0], [0.0, -0.1, 0.0], [0.0, 0.0, 0.2], [0.1, 0.1, 0.1], [-0.1, 0.0, 0.0], [0.0, -0.1, -0.1], [-0.1, 0.0, 0.0], [0.0, 0.0, -0.2], [0.0, -0.1, 0.0]],
  "gap_ev": 7.24,
  "lumo_ev": 2.177,
  "multiplicity": 1,
  "charge": -1
}